(1)
86
Properties=species:S:1:pos:R:3 method="wB97M-V/def2-TZVPD" multiplicity=5 e_homo_ev="-13.447 / -14.374" total_energy_ha=-3415.9782 charge=+2 de_lowest_kj_mol=0.0 fmax_ha_per_bohr=0.0020
Pd -0.42 1.41 -0.86
C 1.74 3.66 -0.25
N 0.40 3.48 -0.82
C -0.55 4.38 -0.13
C 0.38 3.76 -2.27
C 1.20 2.75 -3.06
N 0.77 1.41 -2.70
C 1.14 0.34 -3.41
C 0.55 -0.92 -3.10
F -0.41 -0.98 -2.17
C 0.90 -2.07 -3.75
F 0.31 -3.22 -3.40
C 1.86 -2.07 -4.75
C 2.46 -0.86 -5.09
F 3.39 -0.83 -6.03
C 2.11 0.31 -4.45
F 2.76 1.42 -4.79
H 2.09 4.68 -0.45
H 2.44 2.95 -0.67
H 1.70 3.52 0.83
H -0.21 5.42 -0.22
H -0.61 4.11 0.92
H -1.53 4.29 -0.59
H 0.76 4.77 -2.46
H -0.66 3.72 -2.60
H 2.27 2.86 -2.86
H 1.07 2.94 -4.12
H 2.13 -2.98 -5.26
C 0.55 -1.84 2.53
N -0.02 -1.14 1.34
P 0.95 0.06 0.58
C 1.66 0.96 1.96
C 2.98 0.81 2.38
C 3.44 1.52 3.48
C 2.59 2.38 4.16
C 1.27 2.54 3.74
C 0.81 1.83 2.65
C 2.28 -0.84 -0.24
C 3.32 -0.10 -0.82
C 4.29 -0.74 -1.57
C 4.25 -2.11 -1.75
C 3.23 -2.85 -1.17
C 2.24 -2.22 -0.42
P -1.65 -1.23 1.03
C -2.58 -1.29 2.52
C -3.64 -2.19 2.66
C -4.39 -2.17 3.82
C -4.08 -1.26 4.83
C -3.03 -0.36 4.69
C -2.29 -0.36 3.53
C -2.08 -2.53 -0.10
C -1.29 -3.68 -0.24
C -1.69 -4.68 -1.11
C -2.86 -4.53 -1.85
C -3.64 -3.39 -1.72
C -3.25 -2.39 -0.85
H 1.62 -1.96 2.38
H 0.09 -2.82 2.62
H 0.38 -1.28 3.44
H 3.64 0.13 1.86
H 4.47 1.40 3.80
H 2.96 2.94 5.01
H 0.61 3.21 4.28
H -0.22 1.96 2.31
H 3.36 0.97 -0.69
H 5.10 -0.16 -2.01
H 5.02 -2.61 -2.32
H 3.19 -3.93 -1.30
H 1.44 -2.80 0.01
H -3.87 -2.90 1.88
H -5.21 -2.87 3.95
H -4.67 -1.26 5.74
H -2.81 0.35 5.47
H -1.49 0.37 3.39
H -0.40 -3.80 0.35
H -1.09 -5.57 -1.21
H -3.16 -5.31 -2.53
H -4.54 -3.28 -2.30
H -3.86 -1.49 -0.75
Cl -4.66 1.84 1.96
C -4.32 2.15 0.26
C -2.88 1.92 -0.14
O -2.57 2.12 -1.33
O -2.01 1.54 0.71
H -4.60 3.17 0.01
H -4.94 1.49 -0.35

***

(2)
85
Properties=species:S:1:pos:R:3 method="wB97M-V/def2-TZVPD" e_homo_ev=-6.905 total_energy_ha=-4363.4201 de_lowest_kj_mol=210.2 fmax_ha_per_bohr=0.0344
Ga 0.58 -0.46 -1.32
C 2.60 0.15 -5.64
O 3.64 -0.02 -4.68
C 3.65 0.93 -3.68
C 4.77 1.72 -3.55
C 4.87 2.68 -2.53
C 3.81 2.84 -1.67
C 2.67 2.03 -1.77
C 1.52 2.33 -0.96
N 0.54 1.52 -0.79
N -0.62 2.03 -0.25
C -1.59 1.19 -0.46
O -1.45 0.04 -1.04
C -2.94 1.61 0.01
C -3.09 2.72 0.84
C -4.34 3.08 1.31
C -5.46 2.35 0.94
C -5.33 1.26 0.10
C -4.07 0.89 -0.36
C 2.58 1.02 -2.76
O 1.58 0.19 -2.87
H 2.73 -0.65 -6.37
H 2.72 1.12 -6.15
H 1.62 0.10 -5.19
H 5.58 1.57 -4.25
H 5.76 3.28 -2.44
H 3.84 3.60 -0.90
H 1.42 3.33 -0.54
H -2.20 3.28 1.12
H -4.44 3.94 1.96
H -6.44 2.64 1.31
H -6.20 0.70 -0.20
H -3.96 0.06 -1.03
S 2.56 -1.09 -0.19
C 2.26 -0.99 1.51
N 3.09 -1.51 2.34
N 2.87 -1.26 3.69
C 3.18 -0.02 4.25
C 3.13 0.10 5.65
C 3.42 1.30 6.27
C 3.77 2.41 5.51
C 3.84 2.29 4.13
C 3.55 1.09 3.50
N 1.13 -0.28 2.05
N 0.11 -0.29 1.37
C -0.95 0.48 1.98
C -2.24 -0.01 1.93
C -3.27 0.70 2.52
C -3.01 1.90 3.16
C -1.71 2.39 3.20
C -0.67 1.68 2.62
H 3.24 -2.03 4.23
H 2.85 -0.77 6.24
H 3.37 1.36 7.35
H 4.00 3.36 6.00
H 4.13 3.15 3.53
H 3.63 1.02 2.43
H -2.43 -0.96 1.44
H -4.28 0.31 2.49
H -3.82 2.46 3.61
H -1.50 3.34 3.69
H 0.34 2.04 2.65
C -4.11 -2.92 -0.47
N -2.98 -3.13 -1.41
C -3.05 -2.22 -2.59
C -1.64 -3.03 -0.69
C -0.55 -3.33 -1.65
C -0.44 -4.65 -2.10
C 0.46 -4.98 -3.10
C 1.25 -3.97 -3.64
C 1.16 -2.68 -3.16
C 0.26 -2.30 -2.15
H -5.05 -3.07 -0.99
H -4.05 -1.90 -0.10
H -4.02 -3.62 0.36
H -3.03 -4.09 -1.78
H -2.78 -1.22 -2.26
H -4.05 -2.26 -3.00
H -2.32 -2.55 -3.32
H -1.71 -3.73 0.14
H -1.59 -2.01 -0.33
H -1.05 -5.43 -1.64
H 0.55 -6.00 -3.44
H 1.96 -4.21 -4.42
H 1.83 -1.93 -3.56